12
Properties=species:S:1:pos:R:3 method="wB97M-V/def2-TZVPD" e_homo_ev=-7.7 e_tot_ev=-5749.840 de_lowest_kj_mol=152.1 multiplicity=1
C 0.137 -1.479 -1.909
C 0.109 -0.285 -1.310
C -0.079 -0.205 0.151
C -0.144 0.971 0.804
N -0.075 1.124 2.182
H 0.474 -1.624 -2.936
H -0.552 -2.272 -1.600
H 0.531 0.631 -1.729
H 0.220 -1.079 0.727
H 0.016 1.910 0.291
H -0.604 1.930 2.476
H -0.032 0.377 2.852


13
Properties=species:S:1:pos:R:3 method="wB97M-V/def2-TZVPD" charge=+1 e_homo_ev=-13.3 e_tot_ev=-7226.686 de_lowest_kj_mol=873.4 multiplicity=1
H 0.529 1.147 2.550
N 0.650 1.418 1.575
C 0.374 0.341 0.700
C 1.466 -0.030 -0.181
C -0.697 -0.786 0.737
N -1.340 -1.041 -0.380
C -1.274 -0.185 -1.538
H 0.454 0.309 -0.744
H 2.181 0.692 -0.311
H 1.654 -1.118 -0.183
H -1.028 -1.013 1.752
H -1.367 0.864 -1.478
H -1.603 -0.597 -2.498